134
Properties=species:S:1:pos:R:3:mulliken_charge:R:1 method="wB97M-V/def2-TZVPD" multiplicity=1 charge=0 gap_ev=7.121 total_energy_ha=-13322.8433
C -1.711 0.877 0.290 -0.68
C -0.661 -0.050 1.148 0.60
C -0.414 -1.555 0.546 0.29
C -1.759 -2.313 -0.005 -0.28
C -1.219 -3.487 -1.064 0.11
C -1.375 -2.943 -2.605 -0.48
C -0.394 -1.688 -2.999 2.05
C 1.146 -2.111 -3.385 0.02
C 2.084 -0.816 -3.867 -0.08
C 3.274 -0.521 -2.742 -0.18
C 3.482 1.115 -2.463 -0.62
C 2.072 1.634 -1.807 0.72
C 2.190 2.248 -0.292 0.34
C 2.978 1.550 0.980 0.22
S 3.857 -0.094 0.798 -0.16
C 2.986 2.263 2.475 -0.58
C 2.201 3.700 2.781 0.16
C 2.219 4.312 4.313 -0.57
C 1.421 3.177 5.248 -0.21
C 1.612 3.413 6.859 -0.53
C 1.168 2.122 7.793 -0.71
C 2.033 0.754 7.496 -0.34
O 3.505 0.985 7.472 -0.30
C 4.140 -0.025 6.603 0.52
C 4.574 -1.556 7.108 -0.39
O 4.439 0.281 5.331 -0.46
C 1.421 4.380 1.495 -0.32
C 1.419 3.673 0.016 -0.40
C 0.505 4.652 -0.929 0.28
O 0.071 4.551 -2.187 -0.58
N 0.138 5.824 -0.002 -0.23
C 0.535 5.762 1.486 0.30
O 0.216 6.581 2.492 -0.57
H -1.895 0.460 -0.805 0.15
H -1.208 1.931 0.157 0.08
H -2.698 1.010 0.912 0.24
H 0.393 0.508 1.086 -0.44
H -0.917 -0.090 2.302 0.10
H 0.425 -1.606 -0.298 -0.21
H 0.029 -2.202 1.446 0.03
H -2.330 -2.753 0.917 0.16
H -2.497 -1.641 -0.616 0.16
H -0.117 -3.824 -0.779 -0.27
H -1.902 -4.435 -0.840 0.12
H -1.250 -3.883 -3.319 0.32
H -2.494 -2.544 -2.715 -0.01
H -0.867 -1.192 -3.972 -1.28
H -0.472 -0.860 -2.156 -0.82
H 1.626 -2.694 -2.474 -0.10
H 1.066 -2.902 -4.273 0.27
H 1.346 0.079 -4.014 -0.12
H 2.571 -1.110 -4.898 0.33
H 2.896 -1.070 -1.751 -0.01
H 4.272 -1.057 -3.040 0.14
H 3.739 1.592 -3.515 0.29
H 4.422 1.266 -1.777 0.26
H 1.205 0.846 -1.802 -0.57
H 1.692 2.529 -2.499 0.27
H 3.666 -0.854 1.972 0.17
H 3.546 1.781 3.387 0.40
H 1.531 5.286 4.355 0.31
H 3.286 4.566 4.722 0.37
H 0.268 3.220 4.975 0.26
H 1.770 2.075 5.013 0.02
H 2.729 3.716 7.140 0.28
H 0.952 4.340 7.218 0.32
H 1.329 2.396 8.943 0.32
H 0.012 1.851 7.679 0.27
H 1.774 -0.119 8.268 0.28
H 1.723 0.347 6.440 0.28
H 5.089 -1.504 8.168 0.31
H 3.670 -2.298 7.044 0.25
H 5.390 -1.938 6.326 -0.12
H -0.832 6.177 -0.168 0.29
C -1.865 -5.579 2.539 0.03
Cl -2.240 -4.144 3.501 -0.10
Cl -2.932 -5.699 1.134 -0.14
H -0.830 -5.516 2.195 -0.12
H -1.994 -6.468 3.161 0.35
C -4.631 -2.172 -5.543 0.04
Cl -4.780 -3.598 -4.510 -0.11
Cl -3.000 -1.496 -5.463 -0.10
H -4.848 -2.456 -6.575 0.41
H -5.346 -1.415 -5.210 -0.32
C 6.993 -1.714 -1.337 0.22
Cl 6.747 -3.452 -1.544 -0.17
Cl 7.454 -0.950 -2.864 -0.10
H 6.064 -1.263 -0.980 -0.26
H 7.787 -1.551 -0.604 0.31
C 2.526 -5.813 0.362 -0.43
Cl 1.650 -4.531 1.207 -0.07
Cl 2.639 -5.473 -1.369 -0.13
H 3.534 -5.887 0.777 0.32
H 1.998 -6.759 0.505 0.29
C -7.743 -1.012 -3.323 0.23
Cl -6.085 -0.547 -2.922 -0.11
Cl -7.794 -1.971 -4.808 -0.17
H -8.155 -1.605 -2.503 0.29
H -8.342 -0.109 -3.463 -0.22
C -8.467 3.075 -3.862 0.09
Cl -9.285 1.926 -2.795 -0.12
Cl -8.009 4.541 -2.986 -0.17
H -7.566 2.606 -4.266 -0.16
H -9.141 3.344 -4.678 0.35
C -3.348 -1.704 6.211 -0.33
Cl -3.939 -0.630 7.485 -0.17
Cl -2.722 -0.780 4.840 -0.08
H -2.547 -2.328 6.615 0.28
H -4.171 -2.336 5.869 0.31
C 9.071 1.323 -5.438 -0.28
Cl 8.921 -0.252 -6.228 -0.14
Cl 7.560 2.234 -5.544 -0.13
H 9.321 1.170 -4.385 0.24
H 9.865 1.892 -5.926 0.31
C -5.440 4.111 -5.939 -0.18
Cl -5.686 2.373 -6.146 -0.13
Cl -4.979 4.874 -7.466 -0.16
H -6.369 4.562 -5.583 0.18
H -4.646 4.273 -5.206 0.29
C 7.589 -2.419 4.249 0.27
Cl 8.129 -3.811 5.195 -0.17
Cl 7.304 -2.867 2.563 -0.12
H 6.659 -2.037 4.678 -0.26
H 8.358 -1.644 4.286 0.28
C -1.029 1.123 -7.366 -0.33
Cl 0.174 1.106 -8.661 -0.17
Cl -0.422 0.303 -5.922 -0.01
H -1.266 2.159 -7.114 0.29
H -1.931 0.612 -7.712 0.23
C -12.092 0.530 -0.516 -0.26
Cl -10.835 -0.322 -1.422 -0.09
Cl -11.819 0.400 1.226 -0.15
H -12.082 1.585 -0.800 0.22
H -13.063 0.091 -0.758 0.29